Record 1
{"formula": "C3H6N2O2", "method": "ωB97M-V/def2-TZVPD", "e_homo_ev": -10.61, "smiles": "CC(=O)ON.C#N", "gap_ev": 11.1, "lumo_energy_ev": 0.4968, "symbols": ["C", "C", "C", "O", "N", "H", "H", "H", "N", "O", "H", "H", "H"], "coordinates": [[-1.64048, 0.85014, -0.67752], [-0.79581, 0.29142, 0.41683], [2.41037, 0.62799, -0.64774], [-0.86700, 0.46397, 1.59091], [3.43236, 1.07336, -0.92076], [-1.37693, 0.41567, -1.63579], [-2.68595, 0.65377, -0.44253], [-1.50965, 1.93068, -0.69752], [0.69254, -1.61209, 0.87285], [0.01300, -0.83367, -0.10760], [1.54238, -0.19234, -0.39637], [0.54377, -1.14362, 1.77316], [0.24139, -2.52528, 0.87208]], "mulliken_charge": [-0.89, 0.74, 0.09, -0.51, -0.41, 0.29, 0.30, 0.29, -0.42, -0.38, 0.37, 0.28, 0.25]}

Record 2
{"formula": "C4H12N2S", "method": "ωB97M-V/def2-TZVPD", "e_homo_ev": [-13.39, -13.23], "gap_ev": [10.6, 5.7], "charge": 1, "multiplicity": 2, "lumo_energy_ev": [-2.7792, -7.5552], "symbols": ["C", "C", "C", "S", "N", "C", "N", "H", "H", "H", "H", "H", "H", "H", "H", "H", "H", "H", "H"], "coordinates": [[0.38439, 2.02941, 0.42669], [-0.25310, 0.65320, 0.27098], [-1.05091, 0.51278, -1.07216], [-2.45804, 1.59715, -1.14576], [0.75474, -0.36278, 0.29620], [0.58321, -1.64210, 0.97035], [1.13923, -2.64484, 0.11678], [0.93943, 2.07800, 1.36350], [-0.34852, 2.81882, 0.29959], [1.10224, 2.19079, -0.38144], [-0.93453, 0.41356, 1.08429], [-1.47711, -0.48356, -1.13913], [-0.36482, 0.60284, -1.90760], [-1.91749, 2.61791, -1.80565], [1.31661, -0.52054, -0.55138], [-0.48510, -1.78759, 1.17243], [1.11205, -1.60051, 1.91974], [0.44673, -3.02113, -0.52129], [1.51100, -3.45142, 0.60385]], "mulliken_charge": [-1.41, 0.28, -0.88, -0.12, 0.00, -0.34, -0.59, 0.39, 0.40, 0.38, 0.36, 0.30, 0.46, 0.17, 0.38, 0.32, 0.40, 0.23, 0.27]}

Listing energy above the lowest of the compared OMol25 structures with the same formula, charge and spin for the structures above in their given order: 4.036 0.832 eV.